Density functional theory data (ωB97M-V/def2-TZVPD) for the molecule C16H12ClN7 in a non-equilibrium geometry.

Last column: Mulliken charge in e.
Positions of all 36 atoms, in Å:
Cl: 2.552854 0.722771 -0.612373  -0.19
N: -2.915332 6.557143 -1.652005  -0.33
N: -2.207420 6.508653 -2.720774  -0.42
N: -2.870669 5.377575 -0.936816  -0.28
N: 3.536422 -5.693116 1.177793  -0.63
N: -0.635989 -1.518657 0.384327  -0.50
C: -2.176136 4.553557 -1.628609  0.43
C: 3.293696 -4.470424 0.711944  -0.01
C: 2.353215 -6.091018 1.786777  -0.40
C: 1.419907 -5.107390 1.678213  -0.27
C: -0.031973 -2.683201 0.672747  -0.56
C: 0.117652 -0.461426 0.012049  -0.23
C: -1.211403 2.295348 -2.157645  -1.24
C: -0.526339 1.166477 -1.690149  -0.13
C: 2.163499 -1.758544 0.309437  -0.80
C: -1.847607 2.778469 0.137740  -1.10
C: 1.529018 -0.547159 -0.041629  0.10
C: -1.780550 3.199637 -1.218685  0.49
C: -0.575217 0.778476 -0.371243  0.56
C: 1.370977 -2.830511 0.676165  1.36
C: -1.231566 1.585872 0.588680  1.01
N: -1.740735 5.228436 -2.746619  0.16
N: 1.984170 -4.051996 0.984252  0.14
C: -1.294661 1.223879 2.031477  -1.47
H: 4.036613 -3.889203 0.213313  0.29
H: 2.151904 -7.073734 2.253887  0.34
H: 0.413528 -5.198065 2.034831  0.25
H: -0.669024 -3.544184 0.881620  0.32
H: -1.214338 2.449681 -3.228323  0.41
H: -0.075191 0.520433 -2.411464  0.51
H: 3.251819 -1.742490 0.287408  0.35
H: -2.263795 3.440655 0.858271  0.51
H: -1.028427 4.918347 -3.421688  0.27
H: -0.312760 0.956162 2.338456  0.37
H: -1.643130 2.081262 2.649154  0.38
H: -1.923013 0.318286 2.169481  0.30

Cartesian forces, eV/Å:
Cl -0.22 0.17 0.14
N 0.21 0.22 0.31
N -0.32 -1.76 1.01
N -1.22 1.53 0.09
N -0.75 1.16 -0.22
N 1.00 -0.36 -0.04
C 1.07 0.05 -1.15
C -0.73 -1.51 1.02
C -0.07 0.03 -0.19
C 0.05 -0.66 0.05
C 0.34 0.65 -0.17
C 0.78 -0.68 0.34
C 0.45 0.35 1.20
C -1.41 0.61 -0.54
C -0.56 1.56 -0.22
C 1.21 -0.46 -1.13
C -0.40 -1.48 0.16
C 0.59 -1.59 -0.22
C -0.28 0.80 0.89
C -0.17 0.22 -0.32
C -0.76 0.80 -1.48
N 0.73 -0.77 -0.27
N 0.86 -1.17 0.35
C -0.95 0.00 0.14
H 0.02 0.38 -0.27
H 0.61 0.80 -0.43
H -0.25 0.58 -0.07
H 0.10 0.35 0.03
H -0.06 0.37 0.01
H 0.35 -0.32 -0.32
H -0.29 -0.41 0.08
H -0.38 0.45 0.42
H -0.77 0.44 0.52
H 0.91 -0.26 0.58
H 0.09 -0.75 -0.41
H 0.20 0.66 0.09

## Properties
**Strongest force on any atom**: 2.05 eV/A
**E_tot**: -1460.363080 hartree
**SMILES string**: Cc1cc(-c2nnn[nH]2)ccc1-c1ncc(-n2ccnc2)cc1Cl
**HOMO level**: -0.3364 Ha